Entry 1:
{
  "formula": "C2H10NOSi",
  "method": "ωB97M-V/def2-TZVPD",
  "symbols": ["C", "C", "N", "O", "Si", "H", "H", "H", "H", "H", "H", "H", "H", "H", "H"],
  "xyz": [[0.491, -1.069, 2.162], [0.215, 0.358, 2.126], [-0.029, 0.990, 1.041], [0.209, 0.345, -1.647], [-0.746, -0.016, -2.971], [0.437, -1.531, 1.178], [-0.212, -1.555, 2.844], [1.476, -1.251, 2.601], [0.195, 0.903, 3.067], [-0.012, 0.560, 0.081], [-0.251, 1.982, 1.042], [1.121, 0.571, -1.834], [-0.664, 1.131, -3.858], [-0.223, -1.240, -3.559], [-2.008, -0.179, -2.273]],
  "forces_ev_per_a": [[0.1670, -0.6092, -0.0639], [-0.1725, 0.2669, -0.1240], [-0.0768, 0.0946, -0.2702], [0.4792, 0.1658, 0.8774], [0.0004, -0.0424, 0.1961], [0.0047, -0.0150, 0.0192], [-0.0597, 0.0528, -0.0279], [0.0212, 0.0986, -0.0122], [-0.0342, 0.1600, -0.1562], [0.0243, 0.0477, 0.3081], [0.0801, -0.0752, 0.1964], [0.2761, 0.0321, -0.1255], [-0.1552, 0.1790, -0.3699], [-0.0443, -0.2534, -0.2786], [-0.5104, -0.1022, -0.1689]],
  "multiplicity": 1,
  "relative_energy_kcal_mol": 0.0,
  "homo_energy_ev": -14.849,
  "gap_ev": 10.39,
  "total_charge": 1,
  "total_energy_ev": -13645.3124
}

***

Entry 2:
{
  "formula": "C3H10N",
  "method": "ωB97M-V/def2-TZVPD",
  "symbols": ["N", "H", "H", "H", "H", "C", "C", "C", "H", "H", "H", "H", "H", "H"],
  "xyz": [[1.969, -0.127, -1.299], [2.756, 0.009, -0.667], [1.698, 0.720, -1.782], [2.188, -0.930, -1.869], [1.162, -0.411, -0.691], [-1.884, 0.826, 0.440], [-0.700, 0.217, 1.107], [-0.190, -0.973, 0.775], [-2.128, 0.305, -0.488], [-2.740, 0.755, 1.114], [-1.756, 1.877, 0.184], [-0.284, 0.750, 1.957], [0.642, -1.504, 1.218], [-0.733, -1.512, 0.000]],
  "forces_ev_per_a": [[-0.4815, -0.6326, 1.3418], [0.1488, 0.4062, -0.0237], [0.2451, 0.1509, -0.4789], [0.0748, -0.0771, -0.8719], [-0.0489, 0.2497, 0.1014], [-0.1450, -0.1738, -0.1890], [0.5088, -0.1200, 0.2993], [-0.4817, 0.0032, -0.8156], [-0.0868, -0.1143, 0.1020], [-0.0559, 0.0887, -0.0520], [0.1438, 0.0803, 0.2195], [0.0841, 0.1141, -0.0462], [-0.0637, 0.2176, 0.4927], [0.1580, -0.1929, -0.0795]],
  "multiplicity": 1,
  "relative_energy_kcal_mol": 23.4,
  "homo_energy_ev": -14.008,
  "gap_ev": 9.96,
  "total_charge": 1,
  "total_energy_ev": -4755.8504
}

***

Entry 3:
{
  "formula": "C4H11ClGaHgI",
  "method": "ωB97M-V/def2-TZVPD",
  "symbols": ["Ga", "Cl", "C", "H", "H", "H", "Hg", "C", "C", "C", "H", "H", "H", "H", "H", "H", "H", "H", "I"],
  "xyz": [[-0.015, -0.357, 2.151], [-0.348, 1.648, 1.104], [-1.729, -1.173, 2.734], [-1.606, -1.902, 3.535], [-2.213, -1.606, 1.870], [-2.312, -0.305, 3.084], [0.502, 0.433, -1.252], [-1.613, 0.735, -1.780], [2.494, 1.349, -1.140], [0.876, -1.599, -1.679], [2.974, 0.905, -0.251], [3.082, 1.080, -2.037], [2.374, 2.445, -1.059], [-2.166, 0.060, -1.123], [-1.865, 1.786, -1.627], [-1.775, 0.431, -2.822], [0.068, -2.209, -2.117], [1.919, -1.938, -1.796], [1.353, 0.217, 4.207]],
  "forces_ev_per_a": [[0.3847, -0.8934, -1.8218], [-0.4773, 0.8083, 0.8610], [-0.3793, 0.7305, 0.3860], [0.0266, 0.0075, -0.0286], [-0.1687, -0.1919, -0.1923], [-0.1385, -0.3516, 0.0710], [0.0699, 0.5574, -0.3955], [0.1326, -0.3948, -0.4010], [0.2824, -0.0712, -0.0193], [0.1057, -1.2990, 0.1593], [-0.1244, 0.4282, -0.3018], [-0.1729, 0.2227, 0.3186], [0.3019, -0.4335, 0.0667], [-0.1635, 0.2468, 0.0256], [-0.1859, -0.1083, 0.0554], [-0.1019, 0.1489, 0.1250], [0.4626, 0.2022, 0.0379], [-0.4776, 0.0705, -0.1139], [0.6234, 0.3207, 1.1678]],
  "multiplicity": 1,
  "relative_energy_kcal_mol": 32.7,
  "homo_energy_ev": [1.768, 1.866],
  "gap_ev": [2.99, 2.93],
  "total_charge": -2,
  "total_energy_ev": -81495.9604
}

***

Entry 4:
{
  "formula": "C2HF3",
  "method": "ωB97M-V/def2-TZVPD",
  "symbols": ["C", "C", "H", "F", "F", "F"],
  "xyz": [[-0.551, -0.314, 0.059], [0.589, 0.329, 0.102], [-0.708, -1.455, 0.137], [-1.686, 0.399, -0.123], [1.522, -0.546, -0.135], [0.835, 1.587, -0.040]],
  "forces_ev_per_a": [[-2.8452, -0.7411, 0.2657], [-1.6698, -1.9290, -1.1726], [0.5537, 2.3178, -0.2327], [-0.1954, -0.2003, 0.5291], [3.5624, 0.0389, 0.4561], [0.5943, 0.5137, 0.1543]],
  "smiles": "FC=C(F)F",
  "multiplicity": 1,
  "relative_energy_kcal_mol": 16.1,
  "homo_energy_ev": -9.710,
  "gap_ev": 10.60,
  "total_energy_ev": -10240.6008
}

***

Entry 5:
{
  "formula": "CH4N2P2",
  "method": "ωB97M-V/def2-TZVPD",
  "symbols": ["C", "N", "N", "P", "P", "H", "H", "H", "H"],
  "xyz": [[1.552, -0.314, -0.068], [1.577, -2.115, 1.021], [-0.835, 0.061, -1.162], [2.279, 1.225, 0.241], [0.758, 0.409, -1.430], [0.890, -2.617, 0.450], [-1.568, 0.524, -1.668], [-1.138, -0.514, -0.392], [1.974, 1.296, 1.611]],
  "forces_ev_per_a": [[-0.0050, -3.1923, 1.8427], [0.2232, 3.5289, -1.6095], [0.2992, -0.1123, -0.0300], [-0.1417, -0.3302, -0.4423], [-0.1559, 0.0493, 0.2889], [-0.2387, 0.1310, -0.3989], [-0.0322, 0.0229, -0.2186], [0.0307, -0.0168, 0.2024], [0.0204, -0.0805, 0.3654]],
  "multiplicity": 1,
  "relative_energy_kcal_mol": 134.4,
  "homo_energy_ev": [-7.296, -8.206],
  "gap_ev": [6.44, 7.33],
  "total_energy_ev": -22652.6821
}

***

Entry 6:
{
  "formula": "C26H54B3Cl22IO3",
  "method": "ωB97M-V/def2-TZVPD",
  "symbols": ["C", "B", "O", "B", "O", "B", "C", "C", "C", "I", "O", "H", "H", "H", "H", "H", "H", "H", "H", "H", "H", "Cl", "C", "C", "Cl", "H", "H", "H", "H", "Cl", "C", "C", "Cl", "H", "H", "H", "H", "Cl", "C", "C", "Cl", "H", "H", "H", "H", "Cl", "C", "C", "Cl", "H", "H", "H", "H", "Cl", "C", "C", "Cl", "H", "H", "H", "H", "Cl", "C", "C", "Cl", "H", "H", "H", "H", "Cl", "C", "C", "Cl", "H", "H", "H", "H", "Cl", "C", "C", "Cl", "H", "H", "H", "H", "Cl", "C", "C", "Cl", "H", "H", "H", "H", "Cl", "C", "C", "Cl", "H", "H", "H", "H", "Cl", "C", "C", "Cl", "H", "H", "H", "H"],
  "xyz": [[6.577, 4.669, -2.763], [5.896, 3.189, -2.364], [6.701, 2.204, -1.560], [5.949, 0.920, -1.785], [4.582, 0.893, -1.152], [3.838, 1.909, -1.978], [2.176, 1.925, -2.018], [1.539, 3.412, -2.283], [0.853, 3.509, -3.804], [-0.139, 3.799, -0.868], [4.523, 2.906, -2.826], [7.709, 4.619, -2.464], [6.523, 4.764, -3.950], [5.957, 5.488, -2.201], [6.377, 0.037, -2.443], [1.693, 1.465, -1.053], [1.846, 1.212, -2.916], [2.345, 4.265, -2.134], [1.660, 3.866, -4.577], [-0.045, 4.287, -3.707], [0.425, 2.453, -4.109], [-2.596, 5.352, 1.362], [-4.070, 4.458, 1.814], [-3.946, 2.968, 1.533], [-3.905, 2.613, -0.212], [-4.913, 4.901, 1.276], [-4.224, 4.623, 2.884], [-4.812, 2.440, 1.943], [-3.045, 2.546, 1.988], [-7.065, 3.431, 1.858], [-7.475, 2.979, 0.184], [-8.649, 3.780, -0.356], [-10.180, 3.357, 0.450], [-7.677, 1.903, 0.163], [-6.585, 3.169, -0.422], [-8.784, 3.569, -1.421], [-8.490, 4.856, -0.241], [1.483, 1.096, 2.245], [2.188, -0.537, 2.347], [3.008, -0.885, 1.114], [1.992, -1.089, -0.335], [1.373, -1.250, 2.503], [2.827, -0.551, 3.234], [3.529, -1.835, 1.271], [3.758, -0.118, 0.899], [1.021, -3.006, 4.487], [0.750, -4.656, 3.872], [0.791, -4.715, 2.353], [-0.600, -3.888, 1.609], [-0.208, -5.011, 4.263], [1.542, -5.283, 4.290], [0.753, -5.757, 2.021], [1.707, -4.266, 1.956], [-13.342, 2.093, 1.465], [-13.820, 1.855, 3.165], [-13.144, 2.850, 4.096], [-11.392, 2.560, 4.235], [-13.586, 0.822, 3.442], [-14.905, 1.982, 3.210], [-13.561, 2.758, 5.103], [-13.293, 3.881, 3.759], [5.251, -2.340, -2.373], [6.197, -2.811, -0.939], [5.828, -4.199, -0.439], [4.189, -4.251, 0.256], [6.045, -2.051, -0.167], [7.250, -2.790, -1.234], [6.518, -4.504, 0.354], [5.882, -4.943, -1.240], [7.843, -5.196, -3.201], [7.433, -5.649, -4.875], [6.259, -4.848, -5.414], [4.728, -5.270, -4.608], [7.231, -6.724, -4.895], [8.323, -5.459, -5.481], [6.124, -5.059, -6.480], [6.419, -3.771, -5.299], [2.851, 2.566, -7.722], [3.797, 2.094, -6.288], [3.428, 0.706, -5.788], [1.789, 0.655, -5.093], [3.645, 2.854, -5.516], [4.850, 2.115, -6.583], [4.118, 0.402, -4.995], [3.482, -0.038, -6.589], [-13.556, 4.290, 7.267], [-12.973, 3.346, 8.661], [-12.280, 2.061, 8.235], [-13.418, 0.884, 7.534], [-13.827, 3.146, 9.316], [-12.271, 3.986, 9.204], [-11.823, 1.580, 9.105], [-11.492, 2.253, 7.500], [-3.356, -0.394, 5.276], [-2.773, -1.338, 6.671], [-2.080, -2.622, 6.245], [-3.218, -3.800, 5.544], [-3.627, -1.538, 7.326], [-2.071, -0.698, 7.213], [-1.623, -3.104, 7.115], [-1.292, -2.431, 5.510], [11.896, -3.795, -4.815], [11.626, -5.445, -5.431], [11.667, -5.505, -6.950], [10.276, -4.677, -7.693], [10.667, -5.800, -5.039], [12.418, -6.072, -5.012], [11.629, -6.547, -7.281], [12.582, -5.055, -7.346]],
  "forces_ev_per_a": [[0.0318, -1.3966, -0.2785], [0.7136, 0.2971, 0.3046], [-4.0008, -0.8833, -3.1158], [-1.1751, 2.8473, 2.6331], [1.7900, 2.5268, -4.2294], [-0.7592, -0.4424, 0.4803], [-0.3776, -0.1983, 0.1532], [0.5717, -0.3051, -1.5436], [-0.2974, 0.4036, 1.0736], [0.9818, -0.1587, -0.5245], [1.9912, -1.9428, 2.9889], [-2.2719, 0.4747, -0.4326], [-0.0682, 0.1396, 2.6080], [1.4063, -1.2812, -1.2988], [0.1204, 0.0594, 0.2248], [1.1912, 0.8637, -1.8445], [0.7747, 1.6074, 2.2442], [-1.8960, -1.7500, -0.2358], [-1.6440, -0.7346, 1.3822], [2.1200, -1.6498, -0.6097], [0.8175, 2.4925, 0.7112], [0.0587, 0.0231, -0.0355], [-0.2037, -0.1607, -0.0035], [0.0829, -0.0635, 0.5187], [0.0660, 0.0215, -0.0717], [0.3371, -0.1327, 0.0783], [0.0309, -0.1144, -0.1471], [0.3340, 0.2058, -0.1295], [-0.0564, 0.1810, -0.2151], [-0.6376, 0.0247, 0.1426], [-0.1202, -0.0371, -0.5196], [0.1809, 0.0224, -0.0885], [0.0304, 0.0235, 0.0411], [-0.0356, 0.2609, 0.0949], [-0.1604, 0.0231, 0.1063], [0.1025, -0.0506, 0.1910], [-0.0095, -0.2425, 0.0761], [-0.0305, 0.0431, -0.0744], [0.0823, -0.2852, -0.0825], [0.1673, 0.0656, 0.3165], [-0.0002, -0.1617, 0.1188], [0.1678, 0.2559, -0.1725], [-0.0199, -0.0030, -0.1714], [-0.1739, 0.1255, 0.0301], [-0.2667, -0.0685, -0.0346], [0.0869, -0.0353, 0.0591], [-0.0477, -0.4453, -0.1633], [0.1201, -0.1160, 0.0784], [0.0766, 0.0529, 0.0744], [0.1274, 0.1828, -0.1405], [-0.0625, 0.1328, -0.1268], [-0.0087, 0.1516, 0.1510], [-0.1975, -0.0029, 0.1183], [0.0222, -0.0263, -0.0289], [-0.0503, 0.0052, 0.3022], [-0.4137, -0.0635, 0.0247], [0.0271, 0.0093, -0.0045], [0.0636, 0.2575, -0.0629], [0.1823, 0.0744, 0.0306], [0.0681, -0.0983, -0.2617], [0.0998, -0.2399, -0.0348], [-0.1469, -0.2897, 0.0245], [0.1493, -0.0740, 0.1301], [0.3747, -0.0130, -0.1129], [-0.0796, -0.0615, -0.0397], [-0.0940, -0.1601, -0.1279], [-0.1480, -0.1216, 0.0275], [-0.0929, 0.1441, -0.1039], [-0.1333, 0.2626, 0.1260], [0.0907, -0.0364, 0.0477], [-0.1151, -0.0638, -0.4206], [0.2126, 0.0382, -0.1435], [0.0481, -0.0112, 0.0294], [-0.0599, 0.2560, 0.0989], [-0.1796, 0.0999, 0.0470], [0.0923, -0.0537, 0.1911], [-0.0149, -0.2368, 0.1146], [-0.0339, -0.0079, 0.0367], [0.1355, -0.0522, 0.2360], [0.3229, 0.0311, -0.1073], [0.1151, -0.5114, -0.7918], [-0.0437, -0.2155, -0.1258], [-0.1532, -0.1015, 0.0377], [-0.0732, 0.1166, -0.0720], [-0.0915, 0.2085, 0.1283], [-0.0468, 0.0481, 0.0917], [0.1279, -0.1960, 0.2639], [0.2482, 0.2264, 0.1625], [-0.0266, 0.0319, -0.0725], [0.1397, -0.0097, -0.2348], [-0.0376, -0.1378, -0.1434], [-0.1512, 0.1198, -0.0903], [-0.2560, -0.0022, 0.0461], [-0.0252, -0.0338, -0.0012], [0.0945, -0.1665, 0.2273], [0.1995, 0.2873, 0.1521], [-0.0009, -0.0258, -0.0580], [0.1363, -0.0106, -0.2253], [-0.0280, -0.1459, -0.1317], [-0.1266, 0.1223, -0.0828], [-0.3336, -0.0045, 0.1378], [-0.0663, -0.0264, -0.0282], [0.0101, -0.2094, -0.1052], [0.2659, -0.2305, 0.1638], [-0.0375, 0.0484, 0.0130], [0.1637, 0.1395, -0.1032], [-0.0884, 0.0981, -0.1466], [-0.0372, 0.1571, 0.1252], [-0.2455, 0.0093, 0.1345]],
  "smiles": "CB1OBOB(C[C@@H](C)I)O1.ClCCCl.ClCCCl.ClCCCl.ClCCCl.ClCCCl.ClCCCl.ClCCCl.ClCCCl.ClCCCl.ClCCCl.ClCCCl",
  "multiplicity": 1,
  "homo_energy_ev": -8.598,
  "gap_ev": 8.78,
  "total_energy_ev": -319610.4108
}

***

Q: Number 4 is which compound?
A: C2HF3